[1]
Formula: C37H65Br2FNO9
Source: OMol25
Level of theory: ωB97M-V with the def2-TZVPD basis set

Charge ... +1
Lowest unoccupied orbital energy ... -0.13899 Eh
Gap between HOMO and LUMO ... 7.15 eV
Calculated total energy ... -7428.30591 a.u.
Strongest force on any atom ... 0.545 eV/A

Last column: Löwdin charge in e.
CARTESIAN COORDINATES (ANGSTROEM)
C  -6.87427  4.17985  0.33327  -0.10
O  -5.69839  4.89665  -0.01582  -0.20
C  -4.72023  4.05069  -0.57416  -0.25
C  -3.36114  4.67285  -0.32570  -0.16
C  -2.22609  4.03820  -1.12928  -0.16
C  -2.15460  2.49799  -1.11030  -0.12
C  -0.87007  1.90475  -0.60181  -0.12
C  -0.33759  0.85481  -1.31434  0.10
N  0.78607  0.27171  -0.90722  -0.02
F  1.24021  -0.76219  -1.63856  0.13
C  1.49023  0.60816  0.16925  0.04
C  1.00632  1.64212  0.91292  0.04
C  -0.17582  2.29484  0.55347  -0.22
C  -0.65657  3.36904  1.45166  -0.72
Br  0.36096  4.94791  1.39764  0.89
C  -1.69079  3.24371  2.27756  -0.74
C  -2.22508  4.24904  3.24116  -0.14
Br  -2.61742  1.59636  2.33236  0.87
H  -6.71481  3.58015  1.23289  0.09
H  -7.69224  4.87367  0.47622  0.08
H  -7.14336  3.49071  -0.47306  0.09
H  -4.90434  3.87875  -1.64337  0.14
H  -4.77693  3.07067  -0.08000  0.11
H  -3.15695  4.67304  0.74618  0.10
H  -3.41606  5.71598  -0.63615  0.09
H  -1.28510  4.48465  -0.81604  0.07
H  -2.37098  4.34712  -2.16524  0.12
H  -2.96576  2.04460  -0.53861  0.09
H  -2.27392  2.14219  -2.13372  0.12
H  -0.80972  0.48674  -2.21836  0.15
H  2.38835  0.05523  0.39937  0.14
H  1.53991  1.94755  1.80082  0.14
H  -1.92657  3.96010  4.25038  0.10
H  -3.31270  4.22681  3.21297  0.08
H  -1.86140  5.24746  3.02246  0.06
C  0.77479  1.43075  -5.11832  -0.02
C  -0.03825  0.16433  -5.25624  -0.51
O  -1.16777  0.09343  -4.81779  0.04
C  0.63738  -0.99719  -5.91834  -0.01
H  0.18166  2.18695  -4.60583  0.07
H  1.68289  1.22744  -4.54632  0.07
H  1.06058  1.80704  -6.10055  0.09
H  1.53044  -1.26152  -5.35060  0.05
H  0.94662  -0.74426  -6.93304  0.10
H  -0.02694  -1.85689  -5.95210  0.09
C  -5.47693  7.77791  -1.80290  -0.01
C  -4.09910  8.16203  -2.28361  -0.49
O  -3.10369  7.60218  -1.87847  0.05
C  -4.01444  9.27442  -3.29884  -0.02
H  -5.40358  6.97162  -1.07600  0.06
H  -5.96316  8.63825  -1.34034  0.09
H  -6.08131  7.44709  -2.64949  0.09
H  -4.44468  10.18856  -2.88739  0.09
H  -4.57498  9.00486  -4.19522  0.09
H  -2.97518  9.45301  -3.56343  0.08
C  -10.95312  1.66782  0.59073  -0.02
C  -10.67402  2.90025  1.41585  -0.49
O  -9.65900  3.54265  1.27349  0.06
C  -11.72361  3.29233  2.42543  -0.02
H  -10.12849  1.49219  -0.09580  0.08
H  -11.07312  0.80067  1.24185  0.09
H  -11.87440  1.79951  0.02161  0.09
H  -11.87170  2.48492  3.14412  0.09
H  -12.67310  3.48303  1.92316  0.09
H  -11.40803  4.18968  2.95139  0.08
C  5.25841  -3.61694  -4.45354  -0.02
C  4.21946  -2.56712  -4.73221  -0.48
O  3.45737  -2.62817  -5.67243  0.06
C  4.14016  -1.40148  -3.76888  -0.02
H  5.20603  -4.39643  -5.20845  0.09
H  6.25380  -3.18022  -4.46367  0.07
H  5.08891  -4.05554  -3.46896  0.09
H  5.08937  -0.86498  -3.73981  0.09
H  3.90574  -1.74941  -2.76179  0.05
H  3.35675  -0.72126  -4.10184  0.05
C  4.70705  -3.87071  0.85111  -0.01
C  3.78959  -2.74444  0.44950  -0.48
O  4.11854  -1.92740  -0.38399  0.04
C  2.45143  -2.69011  1.13880  -0.01
H  5.63607  -3.80446  0.29042  0.09
H  4.92284  -3.81269  1.91903  0.08
H  4.23003  -4.83105  0.64995  0.09
H  2.57735  -2.59234  2.21640  0.07
H  1.89175  -3.60653  0.94934  0.10
H  1.88404  -1.84075  0.76061  0.04
C  3.48417  -3.70305  5.61764  -0.01
C  2.05304  -3.33623  5.33663  -0.49
O  1.60359  -3.30877  4.21024  0.04
C  1.19584  -3.01027  6.53390  -0.01
H  3.99797  -3.92086  4.68348  0.07
H  3.99037  -2.88065  6.12603  0.09
H  3.51922  -4.58086  6.26503  0.06
H  1.61772  -2.16251  7.07564  0.09
H  1.16393  -3.86579  7.21008  0.08
H  0.18698  -2.76674  6.20930  0.08
C  9.84956  -3.44367  -4.46856  -0.02
C  9.16728  -4.78757  -4.56259  -0.49
O  7.97839  -4.91087  -4.37763  0.06
C  10.04365  -5.96786  -4.90001  -0.02
H  9.12001  -2.67618  -4.22087  0.08
H  10.62058  -3.46870  -3.69718  0.09
H  10.32341  -3.19739  -5.41982  0.09
H  10.82169  -6.08453  -4.14406  0.09
H  10.52484  -5.81289  -5.86682  0.09
H  9.44045  -6.87121  -4.93887  0.08
C  3.85835  -8.82330  7.05419  -0.02
C  3.19146  -7.57104  7.56450  -0.49
O  3.73030  -6.48983  7.48916  0.05
C  1.82163  -7.73240  8.17597  -0.02
H  4.83332  -8.57656  6.64183  0.08
H  3.98125  -9.53970  7.86763  0.09
H  3.24363  -9.28511  6.28004  0.09
H  1.87082  -8.40913  9.03002  0.09
H  1.13198  -8.15416  7.44316  0.09
H  1.45091  -6.76512  8.50651  0.08

=====

[2]
Formula: C37H66BCl2KN4O6P2S2
Source: OMol25
Level of theory: ωB97M-V with the def2-TZVPD basis set

Relative energy (zero: lowest compared OMol25 entry of this formula, charge and spin) ... 0.0 kcal/mol
Charge ... -2
Lowest unoccupied orbital energy ... 0.14214 Eh
Gap between HOMO and LUMO ... 4.58 eV
Calculated total energy ... -5144.33404 a.u.
Strongest force on any atom ... 0.551 eV/A

Last column: Löwdin charge in e.
CARTESIAN COORDINATES (ANGSTROEM)
K  0.84067  -0.97532  1.06859  0.52
C  -4.25559  -1.50087  -4.03017  -0.12
C  -2.93504  -2.24646  -3.82088  -0.71
C  -3.07764  -3.05816  -2.52414  -0.14
C  -2.71937  -3.22855  -4.97520  -0.10
P  -1.54922  -1.00118  -3.42565  1.14
C  -0.10764  -2.12302  -3.78202  -0.33
N  1.15008  -1.57746  -3.33714  -0.07
B  1.37450  -0.58466  -2.25261  -0.32
N  2.83741  -0.38732  -2.42745  -0.05
C  3.63451  0.52357  -1.63428  -0.31
P  3.22054  2.32662  -1.89676  1.15
C  4.02254  3.00925  -0.32553  -0.70
C  4.35425  4.49430  -0.47302  -0.12
C  2.91011  2.88110  0.72393  -0.13
C  5.26081  2.26824  0.18999  -0.09
C  4.28572  2.82041  -3.37976  -0.72
C  3.78517  1.94745  -4.53942  -0.10
C  3.96291  4.27122  -3.75857  -0.13
C  5.79705  2.65669  -3.24084  -0.10
C  3.38094  -1.22256  -3.37537  -0.21
C  4.68381  -1.43358  -3.79898  -0.05
C  4.92691  -2.36392  -4.81578  -0.14
C  3.88607  -3.07074  -5.39511  -0.14
C  2.56713  -2.87434  -4.96774  -0.04
C  2.31816  -1.95668  -3.96057  -0.20
C  -1.43740  0.22612  -4.87010  -0.69
C  -2.43477  1.35401  -4.57140  -0.12
C  -0.03422  0.85101  -4.84557  -0.12
C  -1.68121  -0.31554  -6.27795  -0.11
H  -5.08730  -2.21461  -4.00612  0.08
H  -4.29287  -0.98254  -4.98839  0.06
H  -4.42137  -0.76727  -3.23703  0.07
H  -3.88969  -3.78683  -2.63773  0.08
H  -3.30593  -2.40966  -1.67740  0.03
H  -2.16759  -3.60655  -2.27470  0.05
H  -3.57947  -3.90696  -5.03716  0.08
H  -1.83353  -3.84497  -4.81984  0.07
H  -2.62143  -2.73126  -5.93889  0.05
H  -0.06236  -2.31533  -4.86129  0.07
H  -0.32129  -3.08785  -3.30283  0.09
H  4.70088  0.33249  -1.77819  0.08
H  3.43078  0.33552  -0.57764  0.06
H  3.51671  5.05457  -0.89627  0.07
H  5.23368  4.65722  -1.09936  0.06
H  4.57203  4.91118  0.51650  0.08
H  2.03444  3.46386  0.43119  0.06
H  3.26883  3.24669  1.69265  0.09
H  2.61107  1.84256  0.86782  0.05
H  6.06515  2.23797  -0.54747  0.06
H  5.01912  1.25091  0.49641  0.06
H  5.64062  2.78470  1.07947  0.08
H  2.69443  1.95082  -4.59692  0.07
H  4.10886  0.91377  -4.45195  0.06
H  4.17875  2.34286  -5.48362  0.08
H  2.88531  4.40597  -3.87718  0.07
H  4.44161  4.50872  -4.71585  0.07
H  4.31564  4.99205  -3.02272  0.05
H  6.06958  1.64418  -2.93795  0.06
H  6.21364  3.35449  -2.51155  0.06
H  6.28263  2.85264  -4.20469  0.08
H  5.50969  -0.89206  -3.35278  0.09
H  5.94507  -2.53583  -5.14572  0.08
H  4.09225  -3.79372  -6.17600  0.08
H  1.76117  -3.45061  -5.40664  0.09
H  -2.22362  1.80006  -3.59713  0.06
H  -3.47025  1.01110  -4.56702  0.05
H  -2.34236  2.13715  -5.33297  0.08
H  0.23724  1.20218  -3.84676  0.05
H  -0.02265  1.70027  -5.54072  0.08
H  0.73501  0.14317  -5.15930  0.08
H  -2.70956  -0.64565  -6.42596  0.05
H  -1.01287  -1.14625  -6.51347  0.07
H  -1.48234  0.47911  -7.00726  0.08
Cl  -2.50945  -1.29031  0.78808  0.58
C  -2.25105  -2.96423  1.31444  -0.95
Cl  -0.88561  -3.71848  0.45924  0.55
H  -3.14110  -3.53716  1.08163  0.02
H  -2.01153  -2.95976  2.37377  -0.01
C  0.48952  1.65137  3.48060  -0.08
N  -0.68439  1.61061  2.62085  -0.25
C  -1.84477  1.15027  3.36598  -0.10
C  -0.92521  2.91514  2.03631  -0.22
C  -2.11141  2.96426  1.07844  -0.23
N  -2.10524  1.90789  0.08949  -0.27
C  -3.28135  1.95850  -0.74364  -0.13
C  -0.89950  1.91540  -0.72029  -0.12
H  0.62294  0.68220  3.95956  0.07
H  0.38834  2.42114  4.26956  0.09
H  1.38073  1.88133  2.89478  0.07
H  -2.15680  1.89900  4.12057  0.09
H  -1.59849  0.22729  3.88211  0.06
H  -2.67428  0.96223  2.68577  0.05
H  -0.01919  3.23189  1.51725  0.09
H  -1.11002  3.66486  2.83370  0.12
H  -2.10473  3.96264  0.59149  0.12
H  -3.04448  2.89997  1.64593  0.10
H  -3.34338  2.89450  -1.33494  0.08
H  -4.18167  1.88874  -0.12694  0.08
H  -3.26806  1.11836  -1.44161  0.06
H  -0.77685  2.86677  -1.27701  0.09
H  -0.90662  1.09358  -1.43502  0.01
H  -0.01804  1.77688  -0.09938  0.05
O  2.66627  -1.48524  3.86979  -0.26
S  3.66743  -1.59746  2.36785  0.74
O  2.94921  -2.64913  1.63926  -0.50
O  3.34836  -0.25233  1.85428  -0.55
C  2.50957  -2.65038  4.53256  -0.35
C  3.63663  -3.38322  4.92436  -0.04
C  3.51363  -4.58564  5.59666  -0.11
C  2.25689  -5.08380  5.90855  -0.12
C  1.13462  -4.35775  5.54163  -0.07
C  1.24068  -3.15140  4.86019  -0.17
S  -0.28593  -2.26996  4.53944  0.45
O  -0.36338  -1.25929  5.58121  -0.33
O  -1.33031  -3.28905  4.61247  -0.36
O  -0.18191  -1.69926  3.19737  -0.49
H  4.61314  -2.98600  4.67928  0.10
H  4.40558  -5.13529  5.87687  0.09
H  2.14980  -6.02674  6.43130  0.09
H  0.13974  -4.71829  5.76610  0.10